161
Properties=species:S:1:pos:R:3:forces:R:3:mulliken_charge:R:1 method="wB97M-V/def2-TZVPD" e_tot_ev=-743598.34615 largest_force_ev_per_a=4.3 e_homo_ev=-10.05
C -5.205140 -23.898300 7.230690 -1.0 0.5 -0.6 -0.294
C -4.343860 -24.844350 6.670000 -2.2 0.5 -0.6 -0.521
C -4.649880 -25.307180 5.359930 0.3 0.3 0.3 -0.214
C -5.708220 -24.730020 4.603620 0.0 0.5 0.7 0.086
C -6.438080 -23.672880 5.143210 0.3 0.4 0.8 -0.242
C -6.206070 -23.264960 6.465570 0.7 -1.1 -0.4 -0.468
N -6.142560 -25.222340 3.249030 2.2 -2.7 -0.9 0.920
O -5.572010 -26.280300 2.883190 -0.8 1.6 1.0 -0.572
O -6.939470 -24.663690 2.534760 -0.1 0.7 1.1 -0.562
H -5.205990 -23.681210 8.288650 0.5 0.2 0.1 0.354
H -3.645600 -25.248230 7.388120 0.5 -0.5 -0.7 0.357
H -4.010900 -26.100080 5.000180 -0.3 -0.1 -0.5 0.413
H -7.192770 -23.115550 4.608210 -0.1 -0.4 -0.4 0.390
H -6.846810 -22.506110 6.889840 0.1 0.0 0.1 0.354
C 1.712720 -22.335160 12.153230 -0.6 -0.5 0.6 -0.211
C 1.944390 -22.732120 10.852390 -0.7 0.8 -0.5 -0.539
C 1.587040 -21.867270 9.791850 0.3 -0.6 -0.1 -0.189
C 1.058510 -20.592780 10.023050 0.1 -0.7 2.0 0.037
C 0.939590 -20.183860 11.358540 0.0 -0.9 1.6 -0.219
C 1.199560 -21.107800 12.454910 0.1 2.4 -2.4 -0.569
N 0.659540 -19.731590 8.903640 0.6 2.1 -1.8 0.899
O 1.111740 -19.987950 7.778700 -0.5 -0.6 1.5 -0.540
O 0.011290 -18.693320 9.095020 0.5 -1.8 0.7 -0.558
H 1.809210 -23.061130 12.947000 0.4 0.0 0.1 0.347
H 2.313810 -23.746070 10.809730 0.1 0.0 -1.1 0.346
H 1.698550 -22.133910 8.751240 0.1 -0.3 0.0 0.423
H 0.668890 -19.192030 11.689300 -0.3 0.2 -0.6 0.398
H 1.128370 -20.734690 13.465910 -0.2 -0.1 0.0 0.374
C -6.690440 -17.705170 12.969690 0.0 0.3 0.7 -0.462
C -8.054640 -17.644680 12.806390 -0.3 -0.6 -0.1 -0.378
C -8.876170 -18.029230 13.843180 -1.1 0.7 1.2 -0.467
C -8.386030 -18.271970 15.122490 0.0 -0.4 -0.4 0.415
C -7.000830 -18.309970 15.329530 -0.9 -0.4 -0.4 -0.464
C -6.176770 -18.070080 14.221120 0.0 0.6 0.1 -0.352
N -9.386370 -18.562330 16.268260 0.9 0.4 -0.5 0.896
O -8.996820 -19.255670 17.176720 0.6 -0.3 0.1 -0.550
O -10.486510 -18.059390 16.238820 0.0 0.2 -0.7 -0.548
H -6.059400 -17.359990 12.164070 0.3 -0.3 0.0 0.396
H -8.525330 -17.353550 11.878970 0.2 0.0 -0.1 0.380
H -9.946880 -17.980070 13.710660 -0.1 -0.1 0.0 0.368
H -6.658090 -18.589540 16.314800 0.4 0.1 0.0 0.416
H -5.103280 -18.016930 14.326970 0.1 -0.3 0.3 0.351
C -16.837330 -14.172930 27.491640 0.8 0.2 0.6 -0.296
C -15.438070 -14.043800 27.583720 -1.1 0.1 -0.7 -0.410
C -14.666610 -14.639640 26.635510 0.2 -0.4 -1.7 -0.320
C -15.309790 -15.356010 25.584220 1.6 -0.1 0.7 0.053
C -16.638790 -15.656830 25.625150 -0.9 0.3 -0.3 -0.172
C -17.449200 -14.994480 26.545890 0.6 0.2 1.1 -0.520
N -14.492720 -15.841890 24.421550 -0.5 -1.0 -0.5 0.939
O -14.974990 -16.674050 23.640360 0.2 1.1 1.2 -0.582
O -13.384070 -15.378530 24.296580 0.1 0.2 0.2 -0.569
H -17.301630 -13.581370 28.266810 -1.0 -0.2 -0.2 0.333
H -14.970590 -13.343490 28.260050 -0.1 -0.2 0.4 0.346
H -13.604640 -14.444800 26.661110 0.1 -0.3 -0.4 0.383
H -17.083850 -16.336400 24.913440 0.1 0.1 -0.2 0.445
H -18.516150 -15.160740 26.565200 0.0 0.0 -0.1 0.370
C -9.834900 -15.919980 3.925620 -0.8 1.0 0.4 -0.986
C -9.432320 -14.738410 4.805860 -1.2 -0.5 -0.5 -0.282
O -8.281280 -14.232980 4.216770 1.6 0.7 0.8 -0.317
C -7.129590 -14.668550 4.710860 0.4 -2.4 2.0 0.767
O -6.970510 -15.456480 5.668130 -0.3 2.3 -2.3 -0.604
O -6.214300 -14.166920 3.923430 0.5 0.5 -0.4 -0.312
C -4.820610 -14.239840 4.189200 0.1 0.5 0.1 -0.641
H -9.145880 -16.762100 3.860890 -0.1 0.0 0.7 0.289
H -9.875720 -15.503550 2.919140 -0.4 -0.2 -0.1 0.298
H -10.829810 -16.148870 4.307550 -0.1 -0.8 -0.5 0.331
H -9.404210 -14.934980 5.877620 0.7 -0.2 -0.1 0.367
H -10.114430 -13.898090 4.676660 -0.5 -0.3 0.0 0.256
H -4.451930 -13.366740 3.650810 0.3 -0.3 -0.1 0.242
H -4.400290 -15.169370 3.805280 0.0 0.1 0.1 0.272
H -4.582310 -14.075290 5.240030 -0.2 -0.4 0.1 0.321
C -12.417610 -25.452390 20.683060 0.5 -0.3 0.1 -0.991
C -13.697730 -25.539900 21.472590 -1.0 -1.7 -1.3 -0.303
O -13.661270 -24.783850 22.634220 0.1 1.7 0.4 -0.339
C -13.404990 -25.411150 23.774760 -0.8 1.6 1.3 0.753
O -13.433370 -26.584210 23.935870 0.6 -0.8 0.4 -0.523
O -13.239440 -24.516600 24.815120 -0.5 -2.3 -0.3 -0.354
C -13.392770 -23.138220 24.647030 0.1 1.1 -1.0 -0.599
H -12.632710 -25.088490 19.678360 0.3 0.0 0.0 0.303
H -11.929980 -26.425570 20.626300 0.1 0.1 -0.1 0.276
H -11.734140 -24.777650 21.198480 0.0 0.1 -0.2 0.307
H -14.003430 -26.550320 21.744070 0.5 -0.2 0.0 0.349
H -14.505260 -25.258680 20.796650 -0.3 0.9 0.6 0.310
H -14.077190 -22.882250 23.838240 0.3 -0.1 -0.3 0.280
H -12.383770 -22.770140 24.461130 -0.2 0.6 -0.1 0.262
H -13.846470 -22.626900 25.496030 0.4 -0.7 0.5 0.269
C -9.562570 -12.057500 18.126670 -1.6 -0.3 -1.9 -1.153
C -11.113100 -11.853400 18.374830 1.5 0.4 1.7 -0.203
O -11.694970 -10.870200 17.513940 -1.4 1.0 -0.6 -0.269
C -12.835290 -10.178170 17.902500 0.5 0.0 3.5 0.748
O -13.346010 -10.223570 19.037200 1.1 -0.4 -2.9 -0.580
O -13.195440 -9.297280 16.980080 1.4 -1.3 -1.5 -0.305
C -14.235040 -8.388940 17.249470 -1.0 -0.6 1.0 -0.614
H -9.478940 -12.427090 17.104660 0.2 -0.2 -0.2 0.305
H -9.155840 -12.852590 18.751560 -0.2 0.3 0.3 0.362
H -8.948630 -11.156900 18.116530 -0.3 0.1 0.6 0.312
H -11.113340 -11.500810 19.406230 -0.8 0.1 0.1 0.281
H -11.682020 -12.782490 18.340010 0.2 0.0 -0.3 0.311
H -15.131550 -8.948350 17.516710 0.0 0.0 0.4 0.294
H -14.537800 -7.854580 16.348970 0.9 0.2 0.1 0.226
H -13.909810 -7.811140 18.114630 -0.4 0.5 -0.3 0.286
C 3.438440 -15.701920 22.176490 0.6 0.8 1.7 -1.129
C 3.855610 -15.723100 20.745140 1.3 -0.5 1.1 -0.279
O 2.681460 -15.694060 19.960770 0.4 1.8 0.2 -0.276
C 2.322470 -16.841910 19.515940 -1.6 -2.9 -2.6 0.723
O 3.029550 -17.843570 19.385410 -2.3 2.1 0.5 -0.573
O 0.971940 -16.798190 19.058640 2.0 -2.1 0.0 -0.335
C 0.154740 -15.653210 19.019350 1.3 1.7 0.6 -0.566
H 2.920510 -16.530500 22.659510 -0.1 -0.4 -0.8 0.323
H 2.872040 -14.802990 22.419870 -0.2 0.1 -0.3 0.294
H 4.348160 -15.572040 22.762670 0.2 -0.1 0.1 0.389
H 4.486630 -16.581120 20.513390 -0.5 -0.2 -0.1 0.344
H 4.545120 -14.892760 20.592820 -0.7 0.5 -0.6 0.302
H 0.087720 -15.261980 20.034510 -0.7 0.0 0.0 0.272
H -0.802430 -15.775370 18.512380 0.1 -0.9 0.4 0.242
H 0.645140 -14.857530 18.458560 0.2 0.1 -0.2 0.268
C 1.387960 -13.010520 10.156870 0.3 -0.4 0.6 -1.113
C 0.930710 -11.766790 10.959740 0.5 -2.0 -0.9 -0.190
O -0.472330 -11.516190 10.765250 0.8 0.9 0.3 -0.315
C -1.375240 -12.252570 11.383460 -0.6 -1.8 0.9 0.756
O -1.215780 -13.346610 11.922760 -0.2 2.0 -0.8 -0.579
O -2.534150 -11.572500 11.283870 0.5 1.0 -0.7 -0.314
C -3.771190 -12.178960 11.575300 0.6 -1.6 1.5 -0.664
H 0.945710 -13.193170 9.177500 0.1 0.8 -0.1 0.313
H 1.195340 -13.951410 10.672350 -0.3 0.2 0.4 0.299
H 2.476310 -12.972160 10.110770 0.1 0.1 -0.4 0.358
H 1.515680 -10.906050 10.635640 -0.7 0.2 -0.1 0.333
H 1.219910 -11.979430 11.988940 -0.6 0.3 0.3 0.274
H -4.514500 -11.481950 11.962290 0.3 0.4 -0.7 0.252
H -3.552880 -12.825430 12.425310 -0.4 -0.4 0.0 0.313
H -4.104980 -12.817910 10.757730 -0.2 0.4 -0.1 0.275
C -18.996580 -16.087320 16.975510 1.0 -0.3 0.3 -1.073
C -18.799010 -17.467400 17.600010 -1.6 0.2 0.2 -0.238
O -20.102900 -18.176860 17.627560 -0.9 0.0 -0.3 -0.358
C -21.036490 -17.763400 18.532240 2.1 1.7 3.1 0.778
O -20.732290 -17.032150 19.516620 -1.3 -2.1 -3.4 -0.610
O -22.277420 -18.242330 18.367720 1.0 -1.4 -0.4 -0.321
C -22.465420 -19.436460 17.465170 0.4 1.9 -0.3 -0.599
H -19.383700 -16.105170 15.956720 -0.6 -0.4 0.2 0.292
H -17.983720 -15.736990 16.776830 0.2 0.5 0.5 0.368
H -19.534210 -15.417950 17.647070 0.0 0.0 -0.3 0.340
H -18.507690 -17.492080 18.650080 0.5 0.5 -0.2 0.317
H -18.108050 -18.024150 16.967010 -0.4 -0.5 0.2 0.275
H -21.537670 -19.964080 17.243810 -0.1 0.0 0.6 0.302
H -22.736270 -18.939720 16.533520 -0.5 -0.6 -0.1 0.276
H -23.246400 -20.070870 17.884320 0.2 0.3 0.0 0.252
C -15.410230 -12.559660 10.008370 -0.1 0.3 1.4 -0.346
Br -13.827500 -13.331810 11.016350 -1.2 0.8 -1.0 -0.006
Br -16.224950 -11.069290 11.056020 0.5 -0.7 -0.4 -0.034
Br -16.753660 -13.921900 9.729110 0.5 0.3 -0.1 0.011
H -15.132310 -12.068140 9.076020 0.3 -0.6 0.2 0.376
C -15.884520 -20.708430 10.528950 1.2 -0.4 -0.2 -0.338
Br -14.588930 -19.741470 9.389540 -0.8 -0.1 0.3 -0.014
Br -15.023250 -20.968800 12.258680 -0.5 0.2 -0.2 -0.004
Br -16.208750 -22.454570 9.745930 -0.3 0.4 0.1 -0.010
H -16.815350 -20.150630 10.631440 0.3 -0.1 -0.1 0.365
C -5.464940 -21.148800 23.917370 0.2 -0.4 1.2 -0.331
Br -3.583550 -21.206480 24.647810 -1.4 0.0 -0.7 -0.028
Br -6.564550 -20.015760 25.138960 0.6 -0.8 -0.9 -0.008
Br -6.210670 -22.994100 23.729820 0.5 1.4 0.1 -0.005
H -5.443390 -20.684830 22.931290 0.0 -0.2 0.3 0.372